This record from OMol25 describes C23H63Ag2ClFNO26P5 as an isolated structure at a distorted geometry. The level of theory is ωB97M-V/def2-TZVPD.

2S+1 ... 1
Net charge ... -1
Max |F| ... 4.35 eV/Å
E ... -149287.37190 eV

Element x y z (Å)
H -1.89220 4.08181 3.21596
C -3.49042 -0.21230 0.88167
H 1.76257 2.31676 -2.82449
H -0.37972 -6.29883 3.04445
H -3.48725 -1.28604 1.06924
H -0.90214 5.29697 -0.14485
H -5.03748 -2.59583 -3.63949
O -0.35773 -4.23503 1.23397
H 3.64683 3.91477 -1.12964
H 6.08944 1.34425 3.98268
H 3.16665 0.24573 -4.04744
O -0.50561 1.77941 -4.91122
O 2.09587 0.45040 3.22905
H -1.26256 -5.94653 0.30863
H -5.33141 -3.11287 0.14168
H -3.00791 -2.18321 -1.43827
H -0.50724 -1.94070 2.44304
O -3.30524 2.85288 2.28332
H 0.79878 -0.12645 -3.69758
C -4.62084 -3.44869 -0.61358
H 1.00410 -0.47570 -5.43415
C -0.08677 6.00312 0.01208
H 0.54801 3.74404 3.93277
C 3.10395 -0.00153 6.10134
O 1.10385 -3.22503 3.01020
H -3.33382 4.50180 -6.14977
O 2.83122 0.36533 -0.10879
H 2.04914 0.21393 5.93087
P -1.07948 2.94500 -4.14326
P 1.19655 -4.13560 1.68560
O 2.16993 4.60492 2.95318
H 1.53269 4.87922 4.81182
H -1.78957 -3.83031 -5.06916
H 0.35808 -5.37283 -0.34476
C -4.28514 -3.04640 -2.99214
C 0.95681 -0.91208 -4.43643
H -2.44894 2.95072 -6.56995
C 1.57795 4.06517 4.08839
H -2.53178 0.10126 0.46841
C 3.78660 3.96125 -0.04964
O -4.47339 -4.45838 -2.72578
H -5.15578 1.48926 3.95291
O -1.50566 4.21005 -5.09442
H -3.35488 -3.05342 -3.56019
H 0.34279 1.85569 -1.77447
O 1.03996 3.08614 1.08626
O 2.19261 -1.57424 -4.29890
C 5.43179 2.21006 3.90546
H -1.19036 -1.39375 -4.43042
H -3.80552 -3.84912 -0.01106
H 0.97119 -7.38535 3.16432
O 0.00627 3.56261 -3.10814
Ag 0.72085 0.74338 1.25873
C -4.06071 -2.42609 -1.58226
H -4.93123 -5.51958 -1.12119
H -1.88709 4.43622 -7.08235
H -4.66957 -1.52206 -1.57150
O -1.18676 1.24699 2.51747
H -0.17676 -2.54584 -3.54022
H -1.13052 -4.47682 -0.57352
H 1.14548 3.23702 -1.45145
H -4.67074 0.82513 5.47622
O 4.29317 0.94002 -1.59451
C -0.23384 -1.91641 -4.42829
P 3.50036 0.48091 3.49674
O 3.86586 -1.08466 -1.27072
C 4.33017 -1.75294 2.26886
H -2.39114 4.47129 1.51802
O 4.12908 1.95683 3.39486
C 0.69332 -6.33359 3.23280
C -2.69667 4.06157 2.48076
P -2.65057 1.46251 2.83905
P 1.65174 4.41711 1.41688
O 3.94487 0.03350 4.96987
C 3.30352 -0.69408 -4.58234
C 0.47257 -1.98774 2.91829
C -4.43502 1.61328 4.76113
C -5.25089 -4.55090 -1.50534
H -3.40176 4.73487 2.96822
O 1.53708 -5.61359 2.32932
H -2.59825 1.66302 -1.47762
H 1.10016 -1.36772 2.27813
N 3.64322 0.10725 -1.01608
H -0.91693 -4.53543 -6.43346
H 0.98485 -6.00639 4.23083
H 4.23854 -1.20569 -4.35411
H -6.34068 -4.56217 -1.48715
H 3.69174 -2.34775 2.92209
H -4.36397 0.08823 0.30314
O 4.49812 -0.36628 2.55047
H 3.52335 0.65996 6.85939
C -2.61256 1.46491 -2.54937
H 0.39014 -1.60993 3.93739
O 0.65392 5.70486 1.22120
H 4.85251 4.18125 0.00995
H 5.45344 2.63425 4.90931
Cl -0.12006 -1.14580 -0.84423
H -1.97086 0.66453 -2.91774
C -0.58779 -5.10963 0.12869
F 1.84503 -4.60518 -2.79713
H 3.97708 -1.85521 1.24271
C 0.85427 2.64796 -2.32110
O -0.05769 -2.77181 -5.54892
H -0.54902 6.98039 0.15125
O 2.87374 4.96122 0.50396
C -2.37881 3.98144 -6.22241
C -0.80330 -3.95995 -5.51476
H 0.44481 6.02856 -0.93917
H 5.28413 -2.27763 2.21645
O -3.07416 1.44204 4.44831
O -2.42179 2.63506 -3.29315
H 3.67139 2.96925 0.38711
Ag 1.95889 -2.73275 -1.45241
H -3.63933 1.16992 -2.76577
H 2.21898 3.21829 4.33327
H 5.96881 2.91400 3.26971
O 2.17245 -3.70339 0.65670
H -4.77093 2.50212 5.29520
H 3.13406 -0.97230 6.59613
H -0.26887 -4.66859 -4.88206
O -3.60305 0.33498 2.23249
H 3.19529 -0.31915 -5.60009